This record from the OMol25 dataset describes C10H16O2S in the gas phase. The level of theory is wB97M-V/def2-TZVPD.

Results
SMILES string = C=[S@@](=O)(C(C)C)[C@H]1C=CC(=O)CC1
Kohn-Sham gap = 7.967 eV
E = -25554.897 eV

Geometry (Å):
1 C 2.11 1.10 -0.10
2 C 1.03 0.80 -0.81
3 C 3.09 0.20 0.35
4 C -0.29 -0.23 2.05
5 C 2.73 -1.32 0.26
6 C 1.77 -1.64 -1.05
7 C 0.66 -0.62 -0.96
8 C -1.92 1.86 0.27
9 C -3.35 -0.06 -0.47
10 C -1.94 0.53 -0.29
11 O 4.14 0.53 0.92
12 O -1.21 -2.17 0.50
13 S -0.76 -0.72 0.56
14 H 2.43 2.16 0.00
15 H 0.29 1.54 -1.03
16 H 0.11 -1.06 2.60
17 H 0.03 0.77 2.16
18 H 3.63 -1.97 0.44
19 H 1.99 -1.60 1.04
20 H 2.30 -1.50 -2.02
21 H 1.52 -2.66 -1.10
22 H -0.04 -0.77 -1.79
23 H -0.93 2.26 0.32
24 H -2.45 2.56 -0.42
25 H -2.45 1.96 1.28
26 H -3.55 -0.69 0.33
27 H -3.30 -0.69 -1.29
28 H -4.12 0.68 -0.51
29 H -1.50 0.71 -1.25

Löwdin atomic charge list, values in e, 5 entries: atom 1 (C): -0.04, atom 2 (C): -0.10, atom 3 (C): -0.40, atom 4 (C): -0.25, atom 5 (C): -0.05

---

This record from the OMol25 dataset describes C10H16O2S in the gas phase. The level of theory is wB97M-V/def2-TZVPD.

Results
SMILES string = CCCC1=C(C)[S@](=O)(CC)=CC1=O
Kohn-Sham gap = 8.465 eV
E = -25554.909 eV

Geometry (Å):
1 C 1.09 -0.46 -2.02
2 C -0.72 -0.05 -0.35
3 C -0.13 -0.85 0.48
4 C -0.12 0.21 -1.81
5 C -0.25 -1.40 1.79
6 C -3.91 2.38 -0.39
7 C 4.05 -1.32 1.08
8 C -2.19 0.48 -0.07
9 C -2.38 2.01 -0.16
10 C 3.29 -0.57 -0.03
11 O -0.82 0.83 -2.56
12 O 1.98 -2.69 -1.10
13 S 1.68 -1.32 -0.73
14 H 1.44 -0.70 -3.06
15 H 0.43 -0.89 2.58
16 H 0.10 -2.45 1.88
17 H -1.35 -1.16 2.09
18 H -4.27 2.29 0.64
19 H -4.40 1.65 -1.11
20 H -4.02 3.44 -0.69
21 H 4.09 -2.38 0.85
22 H 5.01 -0.86 1.07
23 H 3.54 -1.26 2.04
24 H -2.34 0.24 0.95
25 H -2.81 -0.15 -0.59
26 H -1.82 2.59 -1.02
27 H -2.14 2.46 0.76
28 H 3.99 -0.45 -0.91
29 H 2.97 0.40 0.38

Löwdin atomic charge list, values in e, 5 entries: atom 1 (C): -0.27, atom 2 (C): -0.12, atom 3 (C): -0.17, atom 4 (C): -0.50, atom 5 (C): -0.09

---

This record from the OMol25 dataset describes C10H16O2S2 in the gas phase. The level of theory is wB97M-V/def2-TZVPD.

Results
Kohn-Sham gap = 9.251 eV
E = -36390.564 eV

Geometry (Å):
1 C -0.88 -3.16 -0.05
2 C 1.54 -0.38 -0.03
3 C -0.12 -2.24 0.61
4 C 2.10 -0.80 -1.12
5 C -1.96 2.74 -0.53
6 C -2.09 1.31 -1.09
7 C -1.35 2.60 0.87
8 C 0.15 0.16 0.19
9 C 3.54 -1.30 -1.13
10 C -0.69 -0.78 1.02
11 O 0.84 1.71 2.12
12 O -0.61 -0.65 2.39
13 S -0.68 0.35 -1.48
14 S 0.47 1.98 0.73
15 H -0.47 -3.91 -0.60
16 H -1.91 -3.24 -0.03
17 H 2.16 -0.32 0.89
18 H 0.93 -2.35 0.58
19 H 1.45 -1.04 -1.96
20 H -1.37 3.34 -1.28
21 H -2.91 3.16 -0.45
22 H -2.66 0.84 -0.31
23 H -2.60 1.19 -2.05
24 H -1.06 3.70 1.25
25 H -2.08 2.04 1.56
26 H 4.22 -0.56 -1.71
27 H 3.92 -1.30 -0.18
28 H 3.52 -2.32 -1.45
29 H -1.65 -0.57 0.65
30 H 0.26 -0.22 2.60

Löwdin atomic charge list, values in e, 5 entries: atom 1 (C): 0.05, atom 2 (C): -0.25, atom 3 (C): -0.05, atom 4 (C): -0.18, atom 5 (C): -0.30

---

This record from the OMol25 dataset describes 2 unconnected molecules or ions with the total composition C10H16O3. The level of theory is wB97M-V/def2-TZVPD.

Results
SMILES string = Oc1ccccc1.OCCCCO
Kohn-Sham gap = 9.314 eV
E = -16771.987 eV

Geometry (Å):
1 O 0.78 1.14 -0.78
2 O 3.43 1.71 -0.17
3 C 0.79 -0.20 -0.26
4 C 3.91 0.60 -0.92
5 C 1.87 -1.01 -0.94
6 C 3.32 -0.74 -0.50
7 H 0.04 1.63 -0.37
8 H 2.48 1.78 -0.37
9 H -0.20 -0.66 -0.44
10 H 0.95 -0.18 0.84
11 H 5.01 0.58 -0.75
12 H 3.74 0.76 -2.00
13 H 1.64 -2.07 -0.74
14 H 1.77 -0.85 -2.04
15 H 3.39 -0.82 0.60
16 H 3.95 -1.53 -0.95
17 O 2.59 1.00 2.46
18 C -0.78 3.24 3.44
19 C -0.44 2.09 4.15
20 C 0.03 3.65 2.38
21 C 0.69 1.35 3.81
22 C 1.16 2.92 2.03
23 C 1.49 1.77 2.75
24 H 3.06 1.41 1.69
25 H -1.67 3.82 3.71
26 H -1.07 1.76 4.99
27 H -0.23 4.55 1.80
28 H 0.97 0.45 4.37
29 H 1.79 3.24 1.19

Löwdin atomic charge list, values in e, 5 entries: atom 1 (O): -0.09, atom 2 (O): -0.11, atom 3 (C): -0.24, atom 4 (C): -0.25, atom 5 (C): -0.19

---

This record from the OMol25 dataset describes a molecular structure, C10H16O5PdS. The level of theory is wB97M-V/def2-TZVPD.

Results
Kohn-Sham gap = 4.259 eV
E = -35155.404 eV
Charge = +2

Geometry (Å):
1 C -2.07 3.08 1.34
2 C -2.23 2.03 0.79
3 C -2.02 0.75 0.17
4 O -0.74 0.24 0.40
5 C 0.36 1.12 0.22
6 C 1.49 0.39 -0.55
7 C 2.69 1.35 -0.57
8 C 1.77 -0.95 0.09
9 C 1.63 -1.03 1.59
10 C 0.93 -2.01 -0.65
11 C -3.18 -0.19 0.65
12 O -3.78 -0.81 -0.51
13 S -2.68 -0.73 -1.62
14 O -1.66 -1.68 -1.23
15 O -3.13 -0.86 -2.94
16 O -2.22 0.75 -1.27
17 H -1.99 3.93 1.97
18 H 0.71 1.50 1.17
19 H 0.14 1.99 -0.39
20 H 1.16 0.27 -1.57
21 H 2.33 2.34 -0.80
22 H 3.44 1.05 -1.30
23 H 3.18 1.40 0.40
24 H 3.01 -1.19 -0.14
25 H 0.58 -0.95 1.84
26 H 1.99 -1.99 1.94
27 H 2.18 -0.24 2.09
28 H 1.06 -2.02 -1.76
29 H 1.19 -3.03 -0.26
30 H -0.19 -1.80 -0.43
31 H -2.99 -0.83 1.50
32 H -3.95 0.49 0.98
33 Pd 3.03 -2.40 -1.13

Löwdin atomic charge list, values in e, 5 entries: atom 1 (C): 0.24, atom 2 (C): -0.01, atom 3 (C): -0.48, atom 4 (O): -0.07, atom 5 (C): -0.12

---

This record from the OMol25 dataset describes 2 unconnected molecules or ions with the total composition C10H16OS. The level of theory is wB97M-V/def2-TZVPD.

Results
SMILES string = CCc1ccc(O)cc1.CSC
Kohn-Sham gap = 8.852 eV
E = -23509.356 eV

Geometry (Å):
1 C -1.40 1.55 -0.27
2 C -2.68 1.57 -1.17
3 C -1.56 0.54 0.84
4 C -1.71 -0.83 0.57
5 C -1.19 0.90 2.22
6 C -1.40 -1.82 1.46
7 C -0.78 -0.05 3.17
8 C -0.78 -1.33 2.63
9 O -0.17 -2.31 3.35
10 H -0.54 1.29 -1.01
11 H -1.21 2.53 0.08
12 H -3.28 0.76 -0.90
13 H -1.95 -1.03 -0.39
14 H -1.35 1.95 2.52
15 H -1.67 -2.83 1.30
16 H -0.63 0.23 4.14
17 H -0.02 -3.01 2.88
18 H -2.51 1.65 -2.16
19 H -3.13 2.47 -0.93
20 C 1.70 0.10 -1.88
21 C 4.57 -0.51 -2.17
22 S 3.39 0.69 -1.77
23 H 1.61 -0.79 -2.51
24 H 1.37 -0.19 -0.88
25 H 0.88 0.83 -2.22
26 H 4.26 -1.59 -2.11
27 H 5.47 -0.33 -1.56
28 H 4.70 -0.43 -3.22

Löwdin atomic charge list, values in e, 5 entries: atom 1 (C): -0.18, atom 2 (C): -0.07, atom 3 (C): -0.21, atom 4 (C): -0.06, atom 5 (C): 0.00

---

This record from the OMol25 dataset describes C10H16S in the gas phase. The level of theory is wB97M-V/def2-TZVPD.

Results
Kohn-Sham gap = 9.227 eV
E = -21460.292 eV

Geometry (Å):
1 C 1.62 1.10 -0.61
2 C 0.60 1.75 -0.24
3 C 1.71 -0.30 -1.01
4 C -0.67 -0.29 -1.85
5 C 0.38 -1.02 -1.05
6 C -1.10 0.36 -0.48
7 C -0.36 -0.84 0.26
8 C 0.44 3.10 0.33
9 C -1.30 -1.99 0.39
10 C 0.36 -0.68 1.63
11 S -2.70 0.99 -0.15
12 H 2.65 1.53 -0.50
13 H 2.32 -0.29 -1.91
14 H 2.40 -0.84 -0.31
15 H -0.24 0.37 -2.59
16 H -1.35 -0.88 -2.38
17 H 0.55 -2.09 -1.28
18 H 1.19 3.84 -0.10
19 H 0.58 2.94 1.48
20 H -0.71 3.33 0.31
21 H -1.78 -1.98 1.34
22 H -0.84 -3.02 0.23
23 H -2.08 -2.09 -0.34
24 H 0.88 0.28 1.78
25 H 1.07 -1.45 1.50
26 H -0.38 -0.98 2.35
27 H -3.59 -0.11 -0.34

Löwdin atomic charge list, values in e, 5 entries: atom 1 (C): -0.17, atom 2 (C): -0.14, atom 3 (C): -0.17, atom 4 (C): -0.12, atom 5 (C): -0.30

---

This record from the OMol25 dataset describes a molecular structure, C10H17AlN4S. The level of theory is wB97M-V/def2-TZVPD.

Results
Kohn-Sham gap = 6.203 eV
E = -34020.029 eV
Charge = +2

Geometry (Å):
1 Al 0.24 0.52 -0.82
2 N 2.55 0.28 -0.10
3 N 3.29 1.52 -0.24
4 C 2.63 2.66 0.11
5 N 3.47 3.71 0.15
6 S 1.00 2.92 0.34
7 H 2.66 -0.11 -0.99
8 H 3.03 -0.30 0.60
9 H 3.92 1.72 -1.04
10 H 4.44 3.67 0.41
11 H 2.90 4.48 0.50
12 C -2.59 1.01 -0.96
13 N -1.57 0.69 0.00
14 C -1.74 1.83 0.96
15 C -1.88 -0.62 0.75
16 C -1.19 -1.76 0.08
17 C -1.72 -3.03 0.20
18 C -0.90 -4.13 -0.07
19 C 0.43 -3.94 -0.47
20 C 0.84 -2.66 -0.78
21 C 0.06 -1.49 -0.44
22 H -3.71 1.38 -0.25
23 H -2.95 0.13 -1.75
24 H -2.22 1.85 -1.63
25 H -2.77 1.67 1.60
26 H -1.79 2.72 0.45
27 H -0.87 1.78 1.69
28 H -3.05 -0.58 0.83
29 H -1.43 -0.42 1.79
30 H -2.73 -3.12 0.65
31 H -1.35 -5.10 0.09
32 H 1.13 -4.73 -0.44
33 H 1.86 -2.56 -1.21

Löwdin atomic charge list, values in e, 5 entries: atom 1 (Al): 0.87, atom 2 (N): 0.06, atom 3 (N): -0.03, atom 4 (C): -0.83, atom 5 (N): 0.15

---

This record from the OMol25 dataset describes C10H17BO in the gas phase. The level of theory is wB97M-V/def2-TZVPD.

Results
SMILES string = C=CC[C@@H]1CB(OC)C=C(C)C1
Kohn-Sham gap = 9.269 eV
E = -13367.609 eV

Geometry (Å):
1 B -0.94 -1.90 0.15
2 C 0.55 -1.92 1.21
3 C 1.15 -0.75 1.44
4 C 0.81 3.97 -0.66
5 C 0.85 2.70 -1.01
6 C -0.86 -0.78 -0.95
7 C 0.49 0.47 0.92
8 C 0.09 0.33 -0.59
9 C 2.49 -0.62 2.02
10 C -2.85 -2.91 -0.65
11 C -0.34 1.75 -1.03
12 O -1.82 -2.84 0.36
13 H 0.90 -2.85 1.65
14 H 1.75 4.57 -0.71
15 H -0.13 4.52 -0.68
16 H 1.73 2.19 -1.06
17 H -0.73 -1.11 -1.99
18 H -1.90 -0.22 -1.09
19 H -0.57 0.64 1.36
20 H 1.11 1.33 1.13
21 H 1.15 0.10 -1.04
22 H 3.01 0.15 1.34
23 H 2.98 -1.63 1.93
24 H 2.40 -0.38 2.99
25 H -2.50 -2.77 -1.58
26 H -3.56 -2.16 -0.25
27 H -3.31 -3.85 -0.57
28 H -1.25 2.22 -0.57
29 H -0.68 1.76 -2.08

Löwdin atomic charge list, values in e, 5 entries: atom 1 (B): -0.38, atom 2 (C): 0.07, atom 3 (C): -0.39, atom 4 (C): -0.01, atom 5 (C): -0.20

---

This record from the OMol25 dataset describes a molecular structure, C10H17CeCl2NO4. The level of theory is wB97M-V/def2-TZVPD.

Results
Kohn-Sham gap = 6.051 eV
E = -58302.271 eV
Charge = -2

Geometry (Å):
1 C 0.33 -1.15 -2.01
2 C 1.18 -0.01 -2.16
3 C 0.34 1.15 -2.24
4 C 2.64 -0.01 -2.43
5 C -1.01 0.73 -2.16
6 C -1.03 -0.69 -2.00
7 C -2.24 -1.52 -1.94
8 C 0.75 -2.57 -2.03
9 C 0.81 2.55 -2.41
10 C -2.20 1.60 -2.25
11 Ce 0.24 -0.10 0.72
12 Cl 4.40 1.81 0.29
13 Cl 2.53 -1.45 0.92
14 O -1.33 1.39 0.61
15 H 3.08 -0.96 -2.14
16 H 3.15 0.73 -1.81
17 H 2.83 0.18 -3.49
18 H 1.77 2.70 -1.90
19 H 0.08 3.26 -2.01
20 H 0.95 2.76 -3.48
21 H -2.04 2.53 -1.70
22 H -3.07 1.12 -1.80
23 H -2.44 1.84 -3.29
24 H -3.05 -1.00 -1.41
25 H -2.06 -2.44 -1.38
26 H -2.62 -1.78 -2.94
27 H 1.71 -2.70 -1.51
28 H 0.85 -2.96 -3.06
29 H 0.04 -3.20 -1.49
30 H -2.14 1.50 1.17
31 O -0.95 -1.74 1.04
32 H -1.76 -2.20 1.36
33 O -0.31 0.79 4.59
34 N -0.08 0.42 3.45
35 O 0.63 1.15 2.66

Löwdin atomic charge list, values in e, 5 entries: atom 1 (C): -0.32, atom 2 (C): -0.29, atom 3 (C): -0.26, atom 4 (C): -0.08, atom 5 (C): -0.28

---

This record from the OMol25 dataset describes a molecular structure, C10H17Cl2NPd. The level of theory is wB97M-V/def2-TZVPD.

Results
Kohn-Sham gap (spin up / spin down) = 7.335 / 5.652 eV
Multiplicity = 5
E = -40653.636 eV

Geometry (Å):
1 Pd 0.00 0.00 0.00
2 Cl 0.37 -2.14 -0.76
3 Cl 1.18 1.95 0.28
4 C 2.70 -0.41 -1.92
5 H 3.15 0.14 -1.10
6 H 3.22 -1.32 -2.24
7 C -1.61 0.49 -0.68
8 C 1.57 -0.02 -2.51
9 H -2.55 0.53 -0.11
10 C 0.89 -0.73 -3.63
11 H 1.07 0.89 -2.16
12 C -0.38 -0.02 -4.12
13 H 1.59 -0.85 -4.47
14 H 0.61 -1.74 -3.29
15 C -1.57 -0.17 -3.16
16 H -0.16 1.05 -4.26
17 H -0.66 -0.42 -5.10
18 C -1.71 0.95 -2.11
19 H -2.50 -0.19 -3.75
20 H -1.51 -1.14 -2.65
21 H -0.98 1.74 -2.31
22 H -2.71 1.41 -2.22
23 C -0.52 -0.34 5.53
24 C 0.54 0.36 4.70
25 C 0.25 0.16 3.23
26 N 0.00 0.00 2.00
27 H -1.48 0.07 5.30
28 H -0.31 -0.21 6.57
29 H -0.52 -1.39 5.30
30 H 0.54 1.40 4.93
31 H 1.50 -0.06 4.93

Löwdin atomic charge list, values in e, 5 entries: atom 1 (Pd): 0.58, atom 2 (Cl): 0.11, atom 3 (Cl): -0.04, atom 4 (C): -0.05, atom 5 (H): 0.04

---

This record from the OMol25 dataset describes a molecular structure, C10H17Cl4O6Pt. The level of theory is wB97M-V/def2-TZVPD.

Results
Kohn-Sham gap (spin up / spin down) = 6.502 / 6.292 eV
Multiplicity = 3
E = -76265.607 eV
Charge = -1

Geometry (Å):
1 Pt -0.22 -0.10 -0.29
2 C 2.98 2.88 -1.26
3 C 1.58 2.46 -1.03
4 O 0.65 3.29 -1.16
5 O 1.34 1.24 -0.77
6 H 3.04 3.40 -2.22
7 H 3.65 2.02 -1.23
8 H 3.31 3.59 -0.49
9 C -0.84 1.88 3.73
10 C -0.77 1.84 2.26
11 O -0.47 0.84 1.71
12 O -0.77 2.86 1.58
13 H -1.35 0.99 4.10
14 H -1.52 2.69 4.00
15 H 0.11 1.97 4.25
16 C -3.81 0.96 -2.29
17 C -2.43 0.67 -1.65
18 O -1.79 1.56 -1.05
19 O -1.84 -0.41 -1.75
20 H -3.74 0.78 -3.37
21 H -4.06 2.01 -2.13
22 H -4.60 0.44 -1.75
23 Cl 1.05 -1.88 -1.68
24 C 2.32 -1.36 -2.87
25 C 3.73 -1.41 -2.36
26 Cl 4.31 -3.12 -2.26
27 H 2.06 -0.32 -3.09
28 H 2.27 -2.00 -3.75
29 H 3.85 -0.87 -1.43
30 H 4.40 -0.94 -3.08
31 Cl -2.24 -1.74 4.03
32 C -1.34 -3.19 3.44
33 C -1.71 -3.57 1.96
34 Cl -1.27 -2.19 0.85
35 H -1.65 -4.04 4.05
36 H -0.27 -3.01 3.49
37 H -2.79 -3.72 1.86
38 H -1.19 -4.47 1.63

Löwdin atomic charge list, values in e, 5 entries: atom 1 (Pt): 0.99, atom 2 (C): -0.03, atom 3 (C): -0.72, atom 4 (O): -0.01, atom 5 (O): -0.22